# 1
The following is a DFT calculation (wB97M-V/def2-TZVPD) of a 2-piece molecular cluster, C4H8O2 overall in a non-equilibrium geometry.

CARTESIAN COORDINATES (ANGSTROEM)
1 O -2.2105 2.7676 0.8650
2 C -1.3749 1.9805 0.3777
3 C -1.8355 0.8768 -0.5667
4 H -0.2841 1.9538 0.6168
5 H -2.8045 1.1383 -1.0241
6 H -1.9402 -0.0926 -0.0509
7 H -1.0856 0.7695 -1.3684
8 O 1.0882 -1.7919 -1.4829
9 C 1.7967 -1.1595 -0.6986
10 C 1.5448 -1.4280 0.7999
11 H 2.6882 -0.5490 -0.9819
12 H 2.4324 -1.1842 1.4075
13 H 1.2802 -2.4849 0.9718
14 H 0.7049 -0.7962 1.1347

Calculated values
SMILES	CC=O.CC=O
total charge	0
DFT total energy	-307.64155	Eh
orbital gap	10.72	eV
relative energy (zero: lowest compared OMol25 entry of this formula, charge and spin)	186.1	kJ/mol
LUMO level	0.64	eV

natural (NBO) atomic charge list, values in e, 5 entries:
1 O -0.52
2 C 0.43
3 C -0.73
4 H 0.11
5 H 0.24


# 2
The following is a DFT calculation (wB97M-V/def2-TZVPD) of one molecule with the formula C4H8O2.

CARTESIAN COORDINATES (ANGSTROEM)
1 C -1.7219 1.3553 -0.3884
2 C 0.3667 1.1431 0.4606
3 O -0.8346 0.5670 0.4074
4 C 1.3656 0.0605 0.2409
5 C 1.0045 -1.4230 0.3533
6 O -0.0757 -1.8209 -0.4659
7 H -1.8739 2.3461 0.0422
8 H -1.2463 1.4500 -1.3679
9 H -2.6404 0.7794 -0.4885
10 H 1.5116 0.3006 -0.8364
11 H 2.3181 0.3072 0.7150
12 H 0.8153 -1.6721 1.4072
13 H 1.8640 -2.0135 0.0217
14 H -0.8530 -1.3797 -0.1011

Calculated values
total charge	0
DFT total energy	-307.55511	Eh
orbital gap	9.14	eV
relative energy (zero: lowest compared OMol25 entry of this formula, charge and spin)	413.0	kJ/mol
LUMO level	0.71	eV

natural (NBO) atomic charge list, values in e, 5 entries:
1 C -0.25
2 C 0.30
3 O -0.56
4 C -0.60
5 C -0.07


# 3
The following is a DFT calculation (wB97M-V/def2-TZVPD) of a 2-piece molecular cluster, C4H8O2 overall in a non-equilibrium geometry.

CARTESIAN COORDINATES (ANGSTROEM)
1 O -1.2071 1.3745 -0.2072
2 C -0.0895 0.8551 -0.8067
3 C 0.9272 0.2892 -0.1244
4 C 0.8782 0.0284 1.3066
5 O -1.1085 -1.2738 0.4683
6 C -0.8841 -1.1617 -0.7381
7 H -1.5941 0.6807 0.3631
8 H 0.0735 1.2130 -1.8117
9 H 1.4397 1.0129 1.2227
10 H 1.8874 0.0628 -0.5773
11 H -0.0262 0.2216 1.8820
12 H 1.4880 -0.7948 1.6942
13 H -0.1201 -1.7528 -1.2657
14 H -1.6644 -0.7552 -1.4058

Calculated values
SMILES	C/C=C\O.C=O
total charge	0
DFT total energy	-307.56728	Eh
orbital gap	9.75	eV
relative energy (zero: lowest compared OMol25 entry of this formula, charge and spin)	381.1	kJ/mol
LUMO level	0.95	eV

natural (NBO) atomic charge list, values in e, 5 entries:
1 O -0.71
2 C 0.06
3 C -0.18
4 C -0.64
5 O -0.65


# 4
The following is a DFT calculation (wB97M-V/def2-TZVPD) of one molecule with the formula C4H8O2 in a non-equilibrium geometry.

CARTESIAN COORDINATES (ANGSTROEM)
1 C -0.7038 1.8441 -0.2170
2 C -0.1209 0.6094 -0.8994
3 C -0.3414 -0.6596 -0.0908
4 O 0.8260 -1.5267 -0.2228
5 C 1.2642 -1.9870 0.9856
6 O 2.0829 -1.4139 1.6613
7 H -0.6851 2.6799 -0.9076
8 H -1.7188 1.6915 0.1280
9 H -0.0665 2.1148 0.6175
10 H -0.5412 0.4696 -1.8882
11 H 0.9511 0.7357 -0.9808
12 H -0.4999 -0.4267 0.9584
13 H -1.1963 -1.2279 -0.4415
14 H 0.7498 -2.9033 1.2972

Calculated values
SMILES	CCCOC=O
total charge	0
DFT total energy	-307.66359	Eh
orbital gap	11.81	eV
relative energy (zero: lowest compared OMol25 entry of this formula, charge and spin)	128.2	kJ/mol
LUMO level	1.03	eV

natural (NBO) atomic charge list, values in e, 5 entries:
1 C -0.60
2 C -0.42
3 C -0.06
4 O -0.57
5 C 0.66


# 5
The following is a DFT calculation (wB97M-V/def2-TZVPD) of one molecule with the formula C4H8O2.

CARTESIAN COORDINATES (ANGSTROEM)
1 C -1.1855 -0.3004 -1.0165
2 C -0.2220 0.6984 -0.4216
3 C 0.2502 0.6077 1.0057
4 O -0.0647 -0.4858 1.8256
5 C 1.2091 0.3114 -0.1139
6 O 1.5551 -1.0319 -0.2429
7 H -1.2127 -0.1950 -2.1057
8 H -0.8720 -1.3285 -0.8099
9 H -2.2051 -0.1500 -0.6418
10 H -0.3536 1.7200 -0.7750
11 H 0.3473 1.5225 1.5841
12 H -0.7253 -1.0299 1.3824
13 H 2.0131 1.0059 -0.3505
14 H 1.5297 -1.3965 0.6565

Calculated values
SMILES	C[C@H]1[C@@H](O)[C@H]1O
total charge	0
DFT total energy	-307.64100	Eh
orbital gap	10.43	eV
relative energy (zero: lowest compared OMol25 entry of this formula, charge and spin)	187.5	kJ/mol
LUMO level	0.80	eV

natural (NBO) atomic charge list, values in e, 5 entries:
1 C -0.63
2 C -0.27
3 C 0.06
4 O -0.71
5 C 0.06


# 6
The following is a DFT calculation (wB97M-V/def2-TZVPD) of one molecule with the formula C4H8O2.

CARTESIAN COORDINATES (ANGSTROEM)
1 C 0.9033 -2.1138 -0.3367
2 C 0.1695 -0.8460 -0.7118
3 O 0.0238 -0.0718 0.4725
4 C -0.4340 1.1881 0.2372
5 O -1.8133 1.4886 0.0984
6 C -1.1276 1.9793 1.2477
7 H 1.8973 -1.8758 0.0545
8 H 0.3474 -2.6474 0.4394
9 H 1.0099 -2.7639 -1.2095
10 H 0.7263 -0.2748 -1.4734
11 H -0.8281 -1.0589 -1.1135
12 H -0.7920 3.0223 1.2752
13 H -1.5546 1.5932 2.1694
14 H 0.1319 1.7551 -0.5063

Calculated values
SMILES	CCO[C@@H]1CO1
total charge	0
DFT total energy	-307.62621	Eh
orbital gap	11.32	eV
relative energy (zero: lowest compared OMol25 entry of this formula, charge and spin)	226.4	kJ/mol
LUMO level	1.14	eV

natural (NBO) atomic charge list, values in e, 5 entries:
1 C -0.62
2 C -0.07
3 O -0.51
4 C 0.33
5 O -0.50


# 7
The following is a DFT calculation (wB97M-V/def2-TZVPD) of one molecule with the formula C4H8O2.

CARTESIAN COORDINATES (ANGSTROEM)
1 C -0.9823 -0.9870 0.6255
2 C -0.1488 0.2007 0.1415
3 C 1.2951 -0.0842 -0.3153
4 O 2.2276 0.5038 0.5775
5 C -0.9292 1.0885 -0.8096
6 O -2.1335 1.1669 -0.8295
7 H -1.9214 -0.6228 1.0510
8 H -0.4446 -1.5486 1.3966
9 H -1.2387 -1.6846 -0.1802
10 H 0.0334 0.8718 0.9934
11 H 1.4823 -1.1633 -0.4182
12 H 1.5076 0.3782 -1.2876
13 H 2.1850 0.0199 1.4116
14 H -0.3121 1.7332 -1.4745

Calculated values
SMILES	C[C@H](C=O)CO
total charge	0
DFT total energy	-307.66255	Eh
orbital gap	10.58	eV
relative energy (zero: lowest compared OMol25 entry of this formula, charge and spin)	131.0	kJ/mol
LUMO level	0.73	eV

natural (NBO) atomic charge list, values in e, 5 entries:
1 C -0.61
2 C -0.38
3 C -0.06
4 O -0.71
5 C 0.45


# 8
The following is a DFT calculation (wB97M-V/def2-TZVPD) of C4H8O2 as an isolated structure in a non-equilibrium geometry.

CARTESIAN COORDINATES (ANGSTROEM)
1 C -1.5775 -1.1216 -0.1960
2 C -0.7828 0.1052 -0.6154
3 C 0.3344 0.3872 0.3337
4 O 0.1646 0.5728 1.5619
5 C 1.7378 0.5096 -0.0173
6 O 2.5083 0.6709 1.0441
7 H -2.3867 -1.3140 -0.9051
8 H -1.9967 -0.9769 0.7962
9 H -0.9421 -2.0029 -0.1686
10 H -1.4437 0.9678 -0.6589
11 H -0.3794 -0.0415 -1.6174
12 H 1.2864 1.5425 -0.5144
13 H 1.3891 0.7500 1.8440
14 H 2.0882 -0.0491 -0.8869

Calculated values
total charge	0
DFT total energy	-307.61855	Eh
orbital gap	9.89	eV
relative energy (zero: lowest compared OMol25 entry of this formula, charge and spin)	246.5	kJ/mol
LUMO level	0.56	eV

natural (NBO) atomic charge list, values in e, 5 entries:
1 C -0.59
2 C -0.49
3 C 0.54
4 O -0.60
5 C -0.09